No. 1
# C17H32Br4O12

C17H32Br4O12 as an isolated structure (ωB97M-V with the def2-TZVPD basis set, the OMol25 dataset).

Structure (XYZ):
```
65
Properties=species:S:1:pos:R:3:lowdin_charge:R:1
C -0.32567 2.39364 1.16309 0.000
C 0.26576 3.29643 2.23248 -0.291
C -0.66476 4.38425 2.77905 -0.076
O -0.57466 4.28059 4.20668 0.066
C 0.13597 3.18926 4.54147 -0.582
O 0.48285 2.86722 5.63618 0.131
O 0.49367 2.53209 3.42806 0.019
H 0.44114 1.68181 0.85781 0.054
H -0.60701 2.96182 0.27582 0.094
H -1.19939 1.87672 1.55688 0.091
H 1.23489 3.70237 1.93331 0.155
H -1.71690 4.16139 2.57032 0.133
H -0.43903 5.40049 2.46477 0.132
Br 1.20899 -6.47701 -1.99448 0.604
C 2.81639 -5.85202 -1.06249 -0.691
C 3.58137 -4.87037 -1.94574 -0.680
Br 4.62905 -3.69908 -0.77191 0.631
H 3.42412 -6.70715 -0.79513 0.058
H 2.46309 -5.30499 -0.19531 0.032
H 2.94085 -4.26367 -2.57575 0.024
H 4.28068 -5.39718 -2.59001 0.057
Br 2.00280 -0.12175 4.97851 0.688
C 3.69122 0.22856 4.03082 -0.639
C 3.29805 1.37487 3.10147 -0.692
Br 4.79540 1.83988 1.87024 0.637
H 4.01570 -0.62256 3.43997 0.054
H 4.52189 0.55779 4.64903 0.060
H 3.06509 2.27927 3.65275 0.045
H 2.42467 1.09523 2.52043 0.013
C -1.62721 -0.77211 -1.19180 -0.093
O -2.52114 0.13904 -0.61998 0.003
C -3.29439 -0.27689 0.39221 -0.611
O -3.27646 -1.37956 0.87653 0.137
O -3.99986 0.76182 0.81151 0.001
C -4.84000 0.54642 1.93274 -0.044
H -2.03879 -1.32489 -2.04445 -0.055
H -1.19717 -1.54012 -0.54786 0.126
H -0.76611 -0.25354 -1.61898 0.093
H -5.35920 -0.40858 1.95227 0.096
H -5.61784 1.30714 1.94099 0.091
H -4.23955 0.67212 2.83142 0.100
C 0.84948 -1.64403 -2.34188 0.001
O 0.84061 -0.84113 -1.15284 -0.056
C 1.90783 -0.17276 -0.77248 -0.590
O 1.96287 0.43613 0.25763 0.107
O 2.90935 -0.24843 -1.64197 -0.026
C 4.15463 0.36103 -1.37155 -0.062
H 0.67308 -0.97431 -3.18188 0.112
H 0.03475 -2.36057 -2.31048 0.101
H 1.78592 -2.18403 -2.45229 0.086
H 4.35154 0.32832 -0.29978 0.010
H 4.09301 1.39676 -1.71329 0.102
H 5.01458 -0.10298 -1.85226 0.092
C -2.18133 1.78465 -3.03111 -0.032
O -1.85281 0.46868 -3.43469 -0.007
C -2.72949 -0.55481 -3.26797 -0.608
O -2.31183 -1.66488 -3.18919 0.158
O -3.95709 -0.08273 -3.18067 0.026
C -5.00535 -0.98292 -2.79794 0.018
H -2.49104 1.80412 -1.98526 0.093
H -2.93095 2.22625 -3.69027 0.099
H -1.28196 2.39017 -3.13256 0.100
H -5.94874 -0.48771 -2.99119 0.101
H -4.85677 -1.25378 -1.75226 0.101
H -4.93880 -1.89980 -3.38669 0.104
```

Charge: 0

No. 2
# C17H32BrNOSi2

C17H32BrNOSi2 as an isolated structure (ωB97M-V with the def2-TZVPD basis set, the OMol25 dataset).

Structure (XYZ):
```
54
Properties=species:S:1:pos:R:3:lowdin_charge:R:1
C 6.25306 2.53667 2.55973 0.093
C 6.70590 2.12651 1.52776 -0.236
C 7.22992 1.47192 0.33467 -0.313
Si 5.96518 1.16877 -1.02690 0.513
O 4.71746 0.13014 -0.58996 -0.413
Si 3.44944 0.69789 0.35098 0.132
Br 2.99580 2.88741 0.13396 0.357
C 1.84463 -0.24311 0.06123 -0.302
C 1.07783 -0.23489 1.40014 -0.268
C -0.28655 -0.92523 1.35686 -0.360
C -0.89772 -0.82798 2.76474 -0.065
C -1.20573 -0.39516 0.23132 -0.159
C -2.42483 0.42713 0.69177 -0.180
C -2.13898 1.85337 1.17386 -0.082
C -2.17801 2.85505 0.29656 -0.351
C -1.56170 2.79492 -1.08077 -0.051
C -2.89706 4.14646 0.61565 -0.067
H 6.15201 3.03767 3.48045 0.022
H 7.97493 2.14855 -0.09352 0.081
H 7.76050 0.56951 0.63252 0.085
H 6.69388 0.49262 -2.12350 -0.027
H 5.50494 2.44186 -1.60683 -0.035
H 3.82726 0.46282 1.75753 0.004
H 2.00804 -1.24316 -0.34215 0.086
H 1.32361 0.32303 -0.71305 0.049
H 0.98958 0.81047 1.71457 0.103
H 1.73187 -0.72081 2.12597 0.096
H -0.10021 -1.97971 1.14398 0.130
H -0.97131 0.23027 3.01045 0.066
H -0.15152 -1.22143 3.45425 0.078
H -1.84325 -1.34649 2.86643 0.077
H -1.59776 -1.26925 -0.29608 0.093
H -0.67837 0.17871 -0.52075 0.072
H -3.06480 0.53982 -0.18305 0.103
H -3.03606 -0.09994 1.41666 0.099
H -1.94217 2.04649 2.22171 0.099
H -2.30818 2.41383 -1.78848 0.086
H -0.69946 2.13970 -1.13100 0.053
H -1.23257 3.78723 -1.37257 0.080
H -2.22659 4.95745 0.91669 0.077
H -3.43939 4.48229 -0.26749 0.078
H -3.64098 3.99695 1.38930 0.069
C -3.43423 -2.95226 -3.15004 -0.107
C -3.21604 -4.40529 -2.74205 -0.263
C -4.15288 -4.85527 -1.61562 -0.188
C -3.93797 -4.04264 -0.41272 -0.233
N -3.76682 -3.40759 0.53017 0.154
H -3.22479 -2.26931 -2.32497 0.059
H -2.76947 -2.68376 -3.97116 0.073
H -4.46211 -2.78697 -3.47904 0.078
H -2.17830 -4.53737 -2.42966 0.111
H -3.37384 -5.04922 -3.60917 0.107
H -3.97126 -5.90076 -1.36668 0.116
H -5.19494 -4.75784 -1.92269 0.120
```

Energy relative to the best compared isomer or geometry (same formula, charge and spin) in eV: 0.453
Charge: 0

No. 3
# C17H32Cl4O12

A 5-piece molecular cluster, C17H32Cl4O12 overall (ωB97M-V with the def2-TZVPD basis set, the OMol25 dataset).

Structure (XYZ):
```
65
Properties=species:S:1:pos:R:3:lowdin_charge:R:1
Cl -12.22386 -15.07064 -9.73033 0.554
C -13.39652 -14.43703 -10.91290 -2.002
Cl -14.69484 -13.50639 -10.17898 0.588
Cl -12.60508 -13.34367 -12.07286 0.582
Cl -14.15860 -15.83821 -11.67113 0.544
C -12.58811 -14.72881 -5.89721 -0.060
C -13.74410 -13.81753 -6.30545 -0.209
O -13.28033 -12.59317 -6.88849 0.010
C -14.13552 -11.63661 -7.10481 -0.608
O -15.24808 -11.56025 -6.61664 0.112
O -13.70184 -10.65638 -7.94737 -0.015
C -12.43113 -10.77072 -8.56492 -0.049
H -12.00347 -14.27595 -5.08497 0.085
H -11.94477 -14.91249 -6.75353 0.044
H -13.10010 -15.63978 -5.57974 0.084
H -14.41216 -13.58211 -5.45910 0.131
H -14.35268 -14.31718 -7.10352 0.123
H -12.33632 -11.65010 -9.19923 0.071
H -11.64170 -10.76053 -7.82787 0.097
H -12.27479 -9.89128 -9.19628 0.087
C -15.96450 -8.09336 -8.48141 -0.059
C -15.61420 -8.90374 -9.70510 -0.194
O -14.25200 -8.79836 -10.26362 0.025
C -14.14007 -9.51079 -11.40140 -0.585
O -15.02577 -10.16450 -11.92840 0.098
O -12.87353 -9.42505 -11.83573 -0.022
C -12.57585 -10.00037 -13.11487 -0.051
H -16.97982 -8.43281 -8.26148 0.086
H -16.06169 -7.02656 -8.65864 0.071
H -15.38621 -8.24923 -7.56354 0.080
H -16.32867 -8.68813 -10.47458 0.115
H -15.73103 -9.96635 -9.47651 0.115
H -13.08211 -10.97221 -13.27349 0.054
H -11.50601 -10.17780 -13.11910 0.078
H -12.81449 -9.37534 -13.97220 0.097
C -10.24667 -7.34401 -10.88594 -0.055
C -9.11117 -8.15100 -11.50482 -0.188
O -9.50805 -9.51124 -11.70124 0.014
C -9.33337 -10.33981 -10.67282 -0.577
O -8.93178 -10.06158 -9.51257 0.062
O -9.56529 -11.58890 -11.00771 -0.006
C -9.42036 -12.56432 -9.92620 -0.033
H -11.14061 -7.23225 -11.50284 0.074
H -9.95619 -6.34454 -10.60732 0.070
H -10.60490 -7.74347 -9.93349 0.079
H -8.19788 -8.17487 -10.88138 0.129
H -8.83613 -7.79897 -12.51548 0.130
H -8.36740 -12.74126 -9.64437 0.105
H -9.73405 -13.47868 -10.42973 0.059
H -10.04925 -12.41223 -9.03695 0.086
C -13.80125 -15.94202 -20.32298 -0.069
C -15.08516 -16.67966 -19.94730 -0.160
O -15.51210 -16.19664 -18.59721 0.031
C -15.00762 -16.87840 -17.59075 -0.653
O -14.26591 -17.78524 -17.73337 0.142
O -15.51964 -16.36352 -16.46288 0.006
C -14.89393 -16.70483 -15.23714 -0.062
H -13.09969 -15.87916 -19.47141 0.084
H -14.03993 -14.90592 -20.57262 0.074
H -13.24299 -16.38029 -21.15758 0.079
H -15.02179 -17.76013 -19.97597 0.112
H -15.91672 -16.38738 -20.61998 0.125
H -15.55398 -16.66779 -14.37571 0.075
H -14.01224 -16.08232 -15.08132 0.089
H -14.48630 -17.73175 -15.31742 0.099
```

Structure (SMILES): ClC(Cl)(Cl)Cl.CCOC(=O)OC.CCOC(=O)OC.CCOC(=O)OC.CCOC(=O)OC
Charge: 0

No. 4
# C17H32FN7O5SSeY

C17H32FN7O5SSeY as an isolated structure (ωB97M-V with the def2-TZVPD basis set, the OMol25 dataset).

Structure (XYZ):
```
65
Properties=species:S:1:pos:R:3:lowdin_charge:R:1
Y -0.14364 -0.40768 -0.00171 1.030
C 4.36820 0.75159 -1.68785 -0.009
N 3.30363 0.81231 -2.68649 -0.117
C 3.65022 0.80589 -4.10123 -0.021
C 2.04561 0.67130 -2.25801 -0.430
O 1.77798 0.56142 -1.05848 -0.087
C 0.94574 0.63516 -3.30951 -0.112
O -0.29880 0.36728 -2.70825 -0.179
C -1.29344 1.37007 -2.74843 -0.092
C -1.45345 2.02334 -1.37414 -0.394
O -0.64740 1.75499 -0.47182 -0.104
N -2.47257 2.85144 -1.17846 -0.115
C -2.74390 3.34154 0.17042 -0.001
C -3.37960 3.31459 -2.21262 -0.017
H 5.28064 1.16385 -2.10839 0.092
H 4.54263 -0.28053 -1.37352 0.104
H 4.07669 1.33079 -0.81515 0.084
H 4.71400 0.99375 -4.20325 0.093
H 3.11774 1.58426 -4.64858 0.096
H 3.43254 -0.15921 -4.56490 0.101
H 1.16008 -0.18589 -3.99967 0.135
H 0.93224 1.57002 -3.87622 0.140
H -2.23074 0.87600 -3.00438 0.146
H -1.05895 2.12298 -3.50491 0.137
H -2.22199 2.71572 0.89004 0.063
H -3.81665 3.28900 0.35280 0.099
H -2.41307 4.37612 0.28122 0.103
H -3.11842 2.92093 -3.19003 0.082
H -3.35058 4.40429 -2.26121 0.103
H -4.39948 3.00891 -1.97563 0.104
N -0.78333 -2.88228 0.67968 -0.010
N -0.15812 -3.98069 0.09743 -0.054
C 0.64043 -3.85436 -0.97454 -0.815
N 1.15238 -4.99293 -1.46663 0.101
S 1.00289 -2.38613 -1.69389 0.750
H -0.68739 -2.91357 1.68721 0.082
H -1.76573 -2.83276 0.42735 0.106
H -0.40509 -4.90511 0.41469 0.156
H 0.94535 -5.89957 -1.08324 0.114
H 1.73360 -4.92940 -2.28183 0.096
C 4.90777 -0.93301 2.49151 -0.040
O 3.68813 -1.52735 2.04905 0.016
C 2.64489 -0.77347 1.71417 -0.551
O 1.67771 -1.30961 1.19999 -0.077
N 2.73455 0.55730 1.94517 0.035
N 1.63234 1.35036 1.61867 0.006
H 5.63515 -1.73755 2.51844 0.102
H 4.81121 -0.51706 3.49675 0.101
H 5.24649 -0.16345 1.79584 0.095
H 3.41207 0.89943 2.60577 0.139
H 1.93941 2.19882 1.16501 0.105
H 1.07081 1.56395 2.43966 0.023
Se -1.02998 0.10897 2.43269 0.680
C -2.77679 -0.36746 3.10271 -0.617
C -3.77708 0.59768 3.14980 -0.142
C -5.01571 0.29149 3.69383 -0.090
C -5.26632 -0.97903 4.19166 -0.098
C -4.27269 -1.94456 4.13741 -0.095
C -3.03115 -1.64195 3.59616 -0.151
H -3.57478 1.58935 2.76671 0.080
H -5.78916 1.04856 3.73325 0.102
H -6.22981 -1.21365 4.62490 0.101
H -4.46393 -2.93664 4.52766 0.102
H -2.25214 -2.39424 3.57753 0.082
F -1.90124 -0.77429 -0.75216 -0.468
```

Energy relative to the best compared isomer or geometry (same formula, charge and spin) in eV: 0.909
Charge: +1

HOMO? In order: -8.72 -7.73 -10.72 -9.29 eV.
Maximum force? In order: 7.2 1.8 4.1 2.3 eV/Å.
Frontier orbital gap? In order: 9.2 8.4 10.8 7.4 eV.